A 2-piece molecular cluster, C3H11N2 overall in a non-equilibrium geometry. Source: the OMol25 dataset; level of theory: the ωB97M-V functional and the def2-TZVPD basis.

Results
Multiplicity ... 1
Orbital gap ... 12.21 eV
Net charge ... +1

Cartesian coordinates (Å):
C -1.60916 1.96504 -0.26901
N -0.46472 1.78772 0.24946
H -2.05565 2.95150 -0.31546
H -2.19330 1.11099 -0.60495
H 0.16925 0.21255 0.10994
H -0.09440 2.66782 0.61436
C 1.89090 -0.95429 0.16847
N 0.48835 -0.73273 -0.29493
C -0.48250 -1.75226 0.19122
H 1.87694 -1.04963 1.24572
H 2.28131 -1.83012 -0.33595
H 2.49840 -0.11358 -0.15934
H 0.47442 -0.52445 -1.29098
H -0.93654 -1.40464 1.11392
H 0.01943 -2.70849 0.28133
H -1.30701 -1.83149 -0.52047

Cartesian forces, eV/Å:
C 0.2 0.1 0.5
N -0.3 0.1 0.1
H -0.2 0.0 -0.1
H 0.1 0.1 -0.3
H 0.2 -0.1 -0.3
H 0.2 -0.2 -0.2
C -0.1 0.1 -0.7
N 0.0 1.1 1.0
C -0.5 0.0 -0.8
H 0.1 -0.1 0.1
H 0.0 -0.3 0.2
H -0.1 0.1 0.2
H -0.1 -0.7 -0.2
H 0.4 -0.1 0.3
H -0.1 -0.1 0.2
H 0.2 -0.1 -0.1